Formula: C45H82Br26ClN3O2P2
Source: the OMol25 dataset
Level of theory: wB97M-V/def2-TZVPD

```
161
Properties=species:S:1:pos:R:3:forces:R:3:mulliken_charge:R:1
C 6.666 -2.237 1.859 0.8281 -0.0648 -0.0076 -0.146
O 7.579 -1.175 1.616 -0.3613 0.0409 -0.2175 -0.500
C 7.082 -0.100 0.815 0.3378 -0.1930 -0.0129 -1.049
C 7.656 -0.104 -0.611 -0.1715 0.2006 0.3006 0.958
C 6.593 0.064 -1.697 0.3417 0.0099 0.3430 -1.456
C 5.699 -1.167 -1.785 0.0390 0.7805 -0.0495 1.624
C 4.375 -0.882 -2.475 0.4133 -0.1134 -0.3595 -0.912
C 3.572 -2.127 -2.831 -0.3625 0.0295 0.3787 -0.951
C 3.338 -3.082 -1.652 0.2711 0.1433 -0.0273 -0.517
C 2.045 -2.805 -0.910 -0.6167 0.2315 -0.0108 0.442
C 0.853 -3.631 -1.378 0.1935 -0.2571 -0.0901 -0.743
C -0.321 -3.701 -0.399 0.1596 0.0012 -0.1307 -1.391
C -1.039 -2.393 -0.266 0.2429 0.1244 0.2444 0.525
C -0.437 -1.355 0.415 -0.7537 -0.2516 -0.5457 -0.827
C -1.025 -0.078 0.495 0.0799 0.0455 -0.1421 0.549
P -0.060 1.133 1.447 -0.7383 0.5917 0.8859 1.044
N -0.790 1.906 2.596 -0.0101 -0.2826 -0.3106 -0.867
C -2.261 0.187 -0.095 0.5462 -0.0255 -0.3940 0.796
P -2.992 1.888 0.064 -0.8368 0.5634 0.7048 0.149
O -1.793 2.885 -0.410 0.4298 -1.0678 0.2016 -0.223
Cl -4.234 2.190 -1.583 0.3009 -0.0590 -0.3261 -0.197
C -2.931 -0.907 -0.722 -0.1451 0.1781 0.0631 -0.140
N -4.188 -0.704 -1.207 0.0869 -0.1089 0.2115 -0.171
C -4.760 -1.711 -1.786 0.0309 0.2102 0.0538 -0.571
C -4.130 -2.964 -1.912 -0.1846 -0.5995 -0.2758 -0.655
N -2.954 -3.237 -1.440 0.1469 0.8022 0.0794 -0.422
C -2.329 -2.183 -0.823 0.5465 -0.0738 0.1443 0.175
H 7.115 -3.176 1.534 0.0505 -0.1215 -0.0650 0.196
H 6.510 -2.318 2.932 -0.3333 0.0505 0.1187 0.212
H 5.732 -2.130 1.322 -0.3094 0.1948 0.0516 -0.097
H 5.993 -0.099 0.795 -0.2035 -0.1307 0.0620 0.636
H 7.381 0.814 1.323 0.0269 0.1637 0.0964 0.419
H 8.390 0.694 -0.652 0.1076 0.1217 -0.3228 -0.208
H 8.204 -1.026 -0.780 0.0519 -0.2136 0.0262 -0.288
H 6.015 0.960 -1.468 -0.2128 0.1066 -0.0599 0.356
H 7.094 0.239 -2.646 -0.0161 0.0709 -0.2252 0.456
H 5.509 -1.474 -0.763 -0.0282 -0.4285 0.1581 -0.644
H 6.269 -1.930 -2.309 -0.0868 -0.3646 0.0354 -0.153
H 3.806 -0.178 -1.867 -0.2163 -0.0315 0.1368 0.202
H 4.596 -0.358 -3.406 -0.0343 0.1706 -0.1260 0.406
H 2.594 -1.792 -3.181 -0.1464 -0.0905 -0.2692 0.225
H 4.042 -2.657 -3.655 0.2017 -0.0019 -0.1293 0.522
H 3.386 -4.111 -2.003 -0.1674 -0.1844 0.0246 0.592
H 4.151 -2.978 -0.938 0.2347 -0.0844 0.0020 0.085
H 2.150 -2.946 0.163 0.2036 -0.1963 0.2093 -0.255
H 1.793 -1.750 -1.033 0.0810 0.2138 0.0354 -0.233
H 0.502 -3.284 -2.350 -0.0682 0.1285 -0.1515 0.270
H 1.197 -4.652 -1.545 0.0235 -0.1931 0.0450 0.458
H -0.985 -4.485 -0.733 -0.3143 -0.0245 -0.0701 0.286
H 0.043 -4.012 0.579 0.1070 0.0191 0.1919 0.342
H 0.521 -1.522 0.874 0.1590 -0.0635 0.1804 0.229
H 0.509 1.970 0.481 0.2914 0.0286 -0.0333 -0.092
H 1.061 0.424 1.923 0.0502 -0.2021 -0.4039 0.004
H -1.757 1.621 2.687 -0.0444 0.1409 0.2127 0.301
H -1.192 2.398 -0.999 0.1207 0.4821 -0.2821 0.069
H -5.758 -1.572 -2.175 -0.2077 0.0660 -0.0619 0.513
H -4.660 -3.757 -2.423 -0.0495 -0.1924 -0.0460 0.517
Br -0.853 -0.462 -4.577 0.0405 0.0751 0.0996 -0.123
C -0.171 1.366 -4.617 -0.0479 -0.2158 -0.0421 -0.155
C 1.171 1.476 -3.950 -0.0042 0.1032 -0.0307 -0.214
Br 0.989 1.428 -2.012 0.1648 -0.1253 -0.1061 -0.078
H -0.911 1.992 -4.135 -0.0126 -0.1094 -0.0630 -0.201
H -0.095 1.627 -5.668 0.0189 0.0345 -0.0158 0.173
H 1.642 2.433 -4.172 -0.0938 0.0419 -0.0073 0.323
H 1.841 0.668 -4.226 0.0148 -0.0309 0.0329 0.248
Br 1.626 0.451 -7.598 -0.0315 -0.0837 -0.0613 -0.110
C 1.838 1.787 -8.993 0.1088 -0.1292 0.0897 -0.572
C 2.304 3.099 -8.422 -0.0963 0.1586 -0.0634 -0.627
Br 0.854 4.023 -7.507 0.0289 -0.0349 0.0670 -0.144
H 0.880 1.868 -9.495 -0.0108 0.0409 -0.0145 0.364
H 2.577 1.384 -9.681 0.0366 0.0299 0.0172 0.350
H 2.627 3.770 -9.214 -0.0272 -0.0058 -0.0210 0.368
H 3.103 2.979 -7.698 0.0214 -0.0324 -0.0008 0.395
Br -3.157 -5.755 0.692 -0.0439 -0.2312 -0.0264 -0.070
C -2.812 -7.661 0.505 -0.1762 0.1366 0.1160 -0.660
C -1.688 -8.104 1.403 0.1691 -0.0982 -0.1302 -0.546
Br 0.044 -7.549 0.713 -0.0271 0.0580 0.0609 -0.117
H -2.601 -7.838 -0.544 0.0454 -0.0359 -0.0048 0.374
H -3.739 -8.161 0.778 0.0211 -0.0247 0.0328 0.403
H -1.648 -9.190 1.459 -0.0171 -0.0061 -0.0223 0.368
H -1.768 -7.693 2.404 -0.0383 0.0063 0.0137 0.250
Br -2.454 -2.933 2.784 0.0452 0.0183 0.0221 -0.044
C -2.799 -4.382 4.028 -0.1265 0.1964 -0.0444 -0.164
C -2.145 -4.133 5.359 0.0896 -0.1421 0.0900 -0.666
Br -0.226 -4.448 5.269 0.0243 0.0499 -0.0021 -0.074
H -2.441 -5.288 3.552 0.0116 -0.0311 -0.0106 -0.159
H -3.881 -4.431 4.131 0.0026 -0.0012 0.0554 0.403
H -2.521 -4.829 6.106 -0.0004 -0.0229 -0.0156 0.369
H -2.280 -3.115 5.709 -0.0060 0.0254 -0.0198 0.401
Br -1.628 4.318 -3.315 -0.1349 0.2756 -0.0158 0.003
C -0.998 6.155 -3.336 -0.0667 -0.1133 -0.1028 -0.717
C 0.288 6.283 -4.108 0.1359 0.1193 0.1068 -0.258
Br 1.805 5.589 -3.105 -0.0266 -0.0834 -0.0622 -0.144
H -0.901 6.460 -2.299 0.0544 0.0212 0.0066 0.428
H -1.786 6.733 -3.812 0.0099 -0.0070 -0.0346 0.388
H 0.516 7.328 -4.302 -0.0114 0.0110 0.0286 0.366
H 0.266 5.736 -5.045 -0.0368 0.0000 -0.0248 -0.004
Br -7.225 3.525 -3.956 0.0682 0.0190 0.0151 -0.134
C -6.692 4.494 -2.356 -0.1378 -0.1220 -0.0554 -0.136
C -7.482 5.763 -2.188 0.2126 0.0935 0.0001 -0.519
Br -6.867 7.157 -3.400 -0.0651 -0.0011 -0.0190 -0.159
H -5.624 4.669 -2.436 0.0174 0.0133 0.0239 0.350
H -6.881 3.812 -1.530 0.0056 0.0162 0.0248 -0.057
H -7.342 6.171 -1.189 0.0027 -0.0355 0.0227 0.277
H -8.540 5.630 -2.377 -0.0203 -0.0647 -0.0001 0.344
Br -6.796 0.657 0.158 -0.1667 -0.0273 0.0585 -0.105
C -8.002 2.041 0.796 0.2367 -0.0837 0.0049 -0.767
C -8.857 1.568 1.938 -0.2370 -0.0269 -0.0220 -0.459
Br -10.304 0.421 1.323 0.0418 -0.0333 0.0337 -0.165
H -8.592 2.364 -0.056 -0.0484 0.0171 0.0198 0.474
H -7.356 2.854 1.122 -0.0324 0.0142 0.0397 0.427
H -9.345 2.409 2.426 0.0448 -0.0578 0.0176 0.136
H -8.299 1.000 2.674 0.0627 -0.0051 -0.0219 0.415
Br -9.803 4.929 1.829 0.0390 0.1791 -0.1038 -0.114
C -9.654 6.873 1.815 -0.0785 -0.1262 0.1675 -0.628
C -10.751 7.510 1.010 0.1067 0.1834 -0.1461 -0.336
Br -10.437 7.346 -0.902 -0.1155 0.0112 0.0389 -0.075
H -8.665 7.110 1.437 0.0018 0.0204 -0.0323 0.399
H -9.725 7.172 2.858 -0.0352 0.0166 -0.0035 0.404
H -10.798 8.582 1.199 0.0805 -0.2289 0.0311 0.018
H -11.722 7.067 1.208 0.0054 -0.0297 0.0604 0.378
Br 12.913 2.545 1.826 -0.0494 0.0341 -0.0303 -0.165
C 11.172 1.690 1.671 0.1529 -0.0155 0.1181 -0.625
C 11.141 0.672 0.565 -0.1916 -0.0279 -0.1589 -0.106
Br 11.036 1.508 -1.189 0.1412 0.0099 0.0232 -0.133
H 10.447 2.483 1.526 -0.0304 -0.0057 -0.0252 0.389
H 10.998 1.209 2.631 -0.0132 -0.0395 -0.0165 0.381
H 10.248 0.053 0.646 0.0030 0.0067 0.0386 -0.209
H 12.021 0.037 0.555 0.0253 -0.0005 0.0338 0.480
Br 4.946 -6.769 4.606 0.0264 0.0408 -0.0213 -0.127
C 4.980 -4.846 4.889 -0.0128 -0.1753 0.1075 -0.281
C 3.692 -4.190 4.475 0.0238 0.2249 -0.1565 -0.591
Br 3.554 -4.020 2.539 -0.0763 -0.1033 -0.0046 -0.163
H 5.837 -4.464 4.344 -0.0075 0.0351 -0.0176 0.262
H 5.136 -4.714 5.957 -0.0397 0.0436 0.0069 0.194
H 3.647 -3.173 4.856 0.0000 -0.0067 0.0342 0.435
H 2.816 -4.737 4.805 0.0170 -0.0557 0.0081 0.229
Br 8.889 -2.741 -3.174 0.1266 -0.0738 -0.0903 -0.137
C 8.500 -4.234 -1.992 -0.1301 0.1731 -0.0313 -0.454
C 9.051 -4.004 -0.609 0.1069 -0.1319 0.0569 -0.104
Br 10.977 -4.266 -0.545 -0.0187 0.0763 -0.0019 -0.129
H 8.907 -5.122 -2.463 0.0231 -0.0267 0.0285 0.452
H 7.414 -4.305 -1.958 -0.0031 0.0116 0.0427 0.209
H 8.636 -4.727 0.089 -0.0188 -0.0190 -0.0273 0.382
H 8.863 -2.998 -0.247 -0.0370 -0.0125 0.0164 -0.203
Br 4.113 -7.422 9.948 -0.0052 0.0048 -0.0688 -0.130
C 4.956 -5.903 9.079 0.0208 -0.0923 0.1760 -0.394
C 4.092 -4.671 9.146 0.0000 0.0494 -0.2188 -0.675
Br 2.617 -4.762 7.880 -0.0651 0.0137 0.0951 -0.070
H 5.171 -6.207 8.059 -0.0128 0.0150 -0.0265 0.169
H 5.889 -5.741 9.615 -0.0027 0.0371 0.0028 0.381
H 4.663 -3.789 8.866 0.0332 -0.0144 0.0068 0.332
H 3.653 -4.521 10.127 0.0125 -0.0282 0.0315 0.428
Br -14.321 8.662 3.737 0.0210 0.0573 -0.0030 -0.131
C -14.997 9.754 2.275 -0.0425 -0.1868 0.1075 -0.580
C -14.146 9.610 1.044 0.0876 0.1401 -0.1057 -0.573
Br -12.476 10.594 1.206 -0.1052 0.1650 0.0050 -0.125
H -15.037 10.775 2.638 0.0113 0.0287 -0.0236 0.382
H -16.005 9.395 2.084 0.0053 -0.0119 -0.0340 0.351
H -14.648 10.033 0.176 -0.0298 0.0170 0.0201 0.376
H -13.884 8.577 0.840 -0.0279 -0.0265 -0.0005 0.331
```
Forces are in eV/Å.

The total energy comes out at -1908767.3068 eV.